Computed, not measured: a molecular structure, C43H60CdF9GeN4OP3, with ωB97M-V/def2-TZVPD.

Summary:
Multiplicity: 2
LUMO level (alpha / beta), eV: -1.9 / -3.7
Energy relative to the best compared isomer or geometry (same formula, charge and spin), kcal per mole: 12.86
<S²>: 0.755
Net charge: +1
HOMO (alpha / beta), eV: -9.32 / -10.26

```
122
Properties=species:S:1:pos:R:3:forces:R:3:mulliken_spin:R:1
Cd -1.29953 0.13638 -0.27182 0.2191 0.1213 -0.1920 -0.051
C -3.87131 2.39439 1.12742 -0.0645 0.1125 -0.0022 0.003
C -2.87364 3.28203 0.37909 -0.1590 0.1323 0.1776 0.016
C -2.92729 4.74859 0.80356 -0.1928 0.1018 0.0311 0.004
P -1.18293 2.59222 0.33971 0.0837 -0.4879 -0.0531 -0.077
C -0.21076 2.81604 1.90334 -0.1260 -0.2364 0.2648 0.121
N -0.31915 1.82172 2.95762 -0.5101 0.4798 -0.4055 0.180
Ge 0.29643 0.02032 2.67877 -0.4391 -0.2582 0.1333 0.259
N 2.07174 -0.00391 3.27827 0.6890 -0.1282 -0.1049 0.174
C 3.24093 -0.06410 2.39723 -0.2428 -0.1135 0.3859 0.013
P 2.88764 -0.11267 0.60054 -0.4984 0.2654 -0.1829 0.069
C 2.87343 -1.91632 0.19591 0.1229 -0.2055 0.1758 -0.051
C 1.78961 -2.59990 1.03663 0.2601 0.0858 -0.0425 -0.001
C 4.19310 -2.67539 0.32606 0.0458 -0.1091 0.0120 0.001
C 4.50025 0.51815 -0.07111 0.2015 0.0073 0.0907 0.012
C 5.73855 0.24796 0.79830 0.1041 0.0394 -0.0565 0.004
C 4.41663 2.02116 -0.36460 0.0295 0.0614 0.0948 0.009
C 2.26875 0.60840 4.51987 0.4611 -0.0789 -0.2966 0.007
C 3.49560 1.06661 5.01401 -0.0563 0.0982 0.0730 0.009
C 3.54953 1.74716 6.22950 -0.0012 -0.0745 -0.0856 -0.002
C 2.40139 1.98579 6.97382 0.0637 -0.0351 -0.1140 0.004
C 1.19112 1.48483 6.51086 -0.1746 0.0383 0.1203 -0.004
C 1.15563 0.78571 5.32353 -0.8733 -0.2655 -0.0181 0.002
N -0.05354 0.10556 4.80606 -0.1154 0.7082 0.5178 -0.009
C -1.25920 0.94280 4.92502 0.7518 -0.5506 0.1547 -0.005
C -2.19630 0.83522 5.92494 -0.0169 -0.0715 0.1447 -0.017
C -3.18884 1.80949 6.03301 0.0994 0.0340 -0.1256 0.015
C -3.16898 2.88026 5.15217 0.0802 -0.0017 -0.1012 -0.008
C -2.22959 2.95400 4.11881 -0.1368 0.0574 -0.0026 0.022
C -1.28452 1.94468 3.95553 -0.0490 0.2173 -0.1825 -0.024
C -0.15275 -1.25680 5.27181 0.1121 -0.0501 -0.1885 0.051
C 0.21055 -1.69042 6.53097 -0.0157 -0.0115 0.0674 -0.012
C 0.13825 -3.04311 6.83860 -0.0404 -0.1672 -0.0458 0.017
C -0.26184 -3.94910 5.86044 0.1246 0.2684 0.2042 -0.007
C -0.58102 -3.51111 4.58444 -0.0997 0.3130 -0.1443 0.022
C -0.55187 -2.13692 4.26585 -0.1716 -0.5738 0.5568 -0.053
N -0.91008 -1.57605 3.04247 0.3923 -0.2966 -0.3190 0.237
C -1.22022 -2.63036 2.08155 0.1193 0.3845 0.0584 -0.005
P -2.06940 -2.09500 0.57736 0.0840 0.4344 -0.1411 -0.080
C -3.84294 -1.91015 0.99508 -0.1037 0.0558 0.2428 0.023
C -4.58976 -3.23170 1.15275 -0.1579 -0.0598 0.1124 0.003
C -4.01215 -1.02928 2.24791 -0.0668 -0.1595 0.0876 0.003
C -1.86614 -3.49819 -0.58188 0.1439 -0.1157 -0.0962 0.015
C -1.86605 -4.87147 0.10328 -0.0331 -0.1009 -0.0753 0.001
C -0.60910 -3.34379 -1.45232 0.1283 -0.1719 0.0479 0.002
C -0.28011 3.61529 -0.89716 0.2397 0.0127 0.0162 0.013
C 0.46032 4.81151 -0.28049 0.0930 0.0634 -0.1006 0.000
C 0.68207 2.73582 -1.70472 0.0495 0.0550 0.0039 0.003
H -4.86930 2.84167 1.08063 0.1065 -0.0189 -0.0161 0.000
H -3.61727 2.26930 2.18040 0.0104 0.0143 -0.0331 0.002
H -3.94332 1.40437 0.67222 0.0286 0.0136 -0.0340 0.003
H -3.13748 3.23322 -0.67898 0.0011 0.0451 -0.0972 0.001
H -2.65176 4.89391 1.85051 -0.0082 -0.0026 -0.1082 0.000
H -3.95166 5.11261 0.68429 0.0802 0.0044 0.0424 0.000
H -2.28533 5.38168 0.18922 -0.0514 -0.0615 0.0233 0.000
H -0.40479 3.82175 2.27310 0.0425 0.0672 0.2047 0.005
H 0.81737 2.82301 1.53610 0.0919 -0.0618 0.0228 -0.008
H 3.89256 -0.90111 2.66523 0.0224 -0.0426 0.1455 0.002
H 3.83895 0.83893 2.52629 -0.0256 0.1347 -0.0047 -0.007
H 2.56273 -1.94219 -0.85102 -0.0400 -0.0463 -0.1178 0.002
H 1.98813 -2.49629 2.11220 -0.0045 -0.0280 -0.1154 0.002
H 1.75153 -3.67112 0.81113 0.0138 0.0768 0.0096 -0.012
H 0.80278 -2.17775 0.83848 0.3259 0.1213 -0.1324 0.014
H 4.55859 -2.68248 1.35843 -0.0521 0.0110 -0.0872 0.000
H 4.97950 -2.27176 -0.31381 -0.0802 -0.0054 0.0389 0.001
H 4.03805 -3.71930 0.03434 0.0325 0.0766 0.0245 -0.001
H 4.61024 -0.01514 -1.01836 0.0365 -0.0127 -0.0820 0.006
H 5.76164 0.92132 1.66050 0.0044 -0.0540 -0.0816 -0.001
H 6.64069 0.45591 0.21450 -0.0759 -0.0149 0.0515 0.001
H 5.81331 -0.77471 1.16764 -0.0384 0.0830 -0.0558 0.000
H 4.10995 2.57995 0.53068 0.0411 -0.0799 -0.1122 0.000
H 3.71759 2.25491 -1.16707 -0.0549 -0.0531 0.0307 -0.003
H 5.40112 2.40110 -0.65835 -0.1128 -0.0573 0.0271 0.000
H 4.40656 0.89260 4.45862 0.0027 0.0424 0.0708 0.001
H 4.50973 2.09727 6.59367 -0.0832 -0.0314 -0.0496 0.000
H 2.44395 2.53903 7.90410 0.0127 -0.0571 -0.0782 0.000
H 0.27558 1.64194 7.07492 0.0869 -0.0521 -0.0734 0.000
H -2.14544 0.01211 6.63163 0.0347 0.0704 -0.0757 0.000
H -3.93590 1.74398 6.81463 0.0626 0.0202 -0.0726 0.001
H -3.90119 3.67372 5.25507 0.0626 -0.0462 -0.0253 0.000
H -2.24565 3.80003 3.44446 -0.0415 -0.0760 0.0726 0.000
H 0.56562 -0.98408 7.27114 -0.0316 0.0082 -0.0482 0.000
H 0.40822 -3.38475 7.83082 -0.0272 0.0162 -0.0917 0.001
H -0.31254 -5.00798 6.08917 0.0171 0.0888 -0.0318 0.000
H -0.86780 -4.23959 3.83971 0.0877 -0.0473 0.1243 0.001
H -1.90207 -3.34708 2.53306 -0.2129 -0.0302 0.1487 -0.002
H -0.34110 -3.21011 1.77975 -0.2490 -0.0646 0.1398 0.040
H -4.25891 -1.37971 0.13494 -0.0296 0.0276 -0.0800 -0.002
H -4.19044 -3.82506 1.98230 -0.0383 0.0804 -0.0746 0.002
H -4.57054 -3.84020 0.24757 0.0034 0.0639 0.0392 0.000
H -5.63692 -3.02188 1.38426 0.0458 -0.0168 -0.0040 -0.001
H -3.79408 -1.59828 3.15838 -0.0057 0.0386 -0.1413 -0.003
H -5.04727 -0.67965 2.30880 0.0900 -0.0705 -0.0041 0.000
H -3.36296 -0.15261 2.26936 0.0518 -0.0343 -0.0874 0.004
H -2.74474 -3.42888 -1.22325 -0.0845 0.0541 -0.1178 0.002
H -0.95812 -5.02581 0.69128 -0.0472 0.0307 -0.0407 0.000
H -1.87928 -5.64127 -0.67207 0.0172 0.0238 0.0476 0.000
H -2.72842 -5.04345 0.74736 0.0777 0.0343 -0.0477 0.000
H 0.28228 -3.63460 -0.88682 -0.1347 0.0452 -0.0914 0.000
H -0.46857 -2.33366 -1.83558 -0.0649 0.0380 -0.0108 -0.002
H -0.67987 -4.00940 -2.31781 0.0003 0.0372 0.1329 0.000
H -1.06336 3.98486 -1.55922 -0.0515 0.0478 -0.0302 0.000
H 1.36274 4.49007 0.24756 -0.0835 0.0292 -0.0585 0.001
H -0.14464 5.40244 0.41026 0.0301 -0.0638 -0.0634 0.000
H 0.78209 5.47637 -1.08800 -0.0229 -0.0742 0.0938 0.000
H 1.37120 2.21555 -1.03414 0.0759 0.0190 0.0209 0.012
H 1.27816 3.35530 -2.38406 -0.0874 -0.0540 0.0899 0.001
H 0.16434 1.97885 -2.29441 0.0156 0.0892 0.0795 -0.001
F -2.17501 2.47835 -3.07360 -0.2667 -0.0694 0.0150 0.000
C -2.91751 1.35842 -3.13104 0.4650 -0.3739 0.0053 0.002
F -3.89264 1.54369 -4.00390 -0.0821 0.0866 0.0480 0.000
F -3.48363 1.20686 -1.90637 -0.0927 0.1811 0.0584 0.007
C -1.99951 0.12217 -3.40788 0.5567 -0.0628 0.1537 -0.003
O -1.07410 -0.04826 -2.41442 -0.7426 0.0490 -0.4564 0.028
C -1.22234 0.36538 -4.75590 -0.0748 -0.1274 0.2613 -0.002
F -0.57567 -0.74448 -5.12075 -0.0295 0.0960 -0.0394 0.000
F -0.30937 1.32699 -4.59044 -0.0443 -0.0090 -0.0412 0.000
F -2.02879 0.73143 -5.75894 0.0572 -0.0225 0.0234 0.000
C -2.90729 -1.14686 -3.56824 0.1390 0.2245 -0.0139 0.001
F -3.76097 -1.05708 -4.58768 0.0548 -0.0883 0.0337 0.000
F -3.64369 -1.33245 -2.44447 0.0946 -0.0545 -0.0002 -0.001
F -2.16776 -2.24443 -3.73196 -0.1609 0.0504 0.0502 0.000
```
Forces are in eV/Å.